C60H47EuF2GeN2O2P3 | ωB97M-V/def2-TZVPD

```
118
Properties=species:S:1:pos:R:3:mulliken_spin:R:1
H 7.0097 -0.0594 -4.4996 0.0000
C 6.0007 -0.8636 2.9919 0.0266
H 6.9799 -1.6902 -2.6356 0.0006
H 7.8538 -0.5633 2.0339 -0.0006
H -5.9413 4.4408 1.1976 0.0000
H -4.1073 -2.3175 4.3755 -0.0036
C -2.9962 -0.9758 3.2011 -0.0648
H 2.1247 -0.0408 -1.9820 -0.0186
H -0.6427 6.9318 -3.6063 -0.0001
C -1.9704 -5.2498 4.9484 -0.0004
C -0.5051 -2.6448 -5.0012 -0.0002
P 4.3395 -2.4120 -1.0616 0.0095
H -1.9527 5.0748 -2.3367 -0.0002
H 5.0304 0.4317 -5.8385 0.0001
H -2.3957 -4.3170 -0.0383 0.0041
C 4.7679 -1.8646 -2.7886 -0.0031
C -1.2680 -3.2666 -7.1883 0.0000
C 3.7797 -1.0147 1.9082 0.0180
H 0.8127 -0.9296 -4.8654 0.0000
H 1.7323 5.6189 2.9888 0.0004
H -0.5996 -2.1277 -8.8881 0.0000
C 0.4812 2.4799 3.5045 0.0061
C -3.9509 3.9643 0.5196 0.0010
H -3.6115 -4.4546 3.7426 0.0009
H -5.6598 6.8753 0.7608 0.0001
C 2.5937 -1.8192 -0.7991 -0.3690
C 2.2014 -2.3110 0.5773 0.1401
P -2.3185 -2.2621 2.1211 0.1207
H 7.1879 -1.1685 -0.2148 -0.0010
H -4.8481 1.9957 4.8227 -0.0010
C 2.5534 -0.4067 -1.0668 0.0531
H -2.8494 2.3841 3.2980 0.0101
C -0.5109 -2.3019 -7.7924 0.0002
Ge -0.9328 0.5456 1.7748 0.6543
H 1.7699 7.2122 -3.0250 0.0003
C -5.0452 4.8167 0.7261 -0.0013
C 3.0820 0.4248 -0.0543 0.0010
C 4.1183 -0.0734 0.8332 -0.0166
C -0.2325 2.3309 2.3130 0.1120
C 6.0498 -1.3762 -3.1259 0.0010
C 0.2269 4.6626 1.8408 -0.0045
C -2.5511 -4.3968 3.9738 -0.0012
C -2.6688 4.5340 0.2122 0.0080
N -0.4209 -2.8895 -3.6337 -0.0019
C -4.6905 -0.1851 4.6360 0.0123
H 1.7137 3.7303 4.7305 0.0005
C -0.2493 4.3821 -1.2679 0.0066
C 0.2708 -1.5706 -5.5399 -0.0007
C 1.1804 3.6507 3.8343 0.0001
H -1.7908 -4.3493 -5.3242 0.0000
C 0.3205 -1.4875 -6.9465 0.0000
C -4.8615 6.1844 0.5603 0.0016
H -1.8860 -3.9180 -7.7856 0.0000
C -4.9400 -2.3979 1.3258 -0.0010
H 1.2891 -4.5005 4.4730 0.0002
C 4.6805 -1.2201 2.9939 -0.0303
C 5.0584 -1.0623 0.0380 -0.0516
H -0.1027 -5.9206 5.8971 0.0002
C -5.7158 -3.9063 -0.4520 0.0029
C -4.3724 -4.3616 -0.6563 0.0015
C 1.8249 5.4930 -1.7520 -0.0013
C -2.5217 0.3802 2.9925 0.1366
H 2.0455 -2.0199 2.6641 -0.0043
H -6.9726 -2.5806 0.6056 0.0001
C -3.6433 6.6910 0.1506 -0.0010
C 3.7485 -0.7755 -4.6837 -0.0017
C -0.2196 6.2367 -2.8749 -0.0011
H 1.7490 -3.3386 0.6444 -0.0382
H -5.2282 -1.8271 2.2100 0.0010
C -0.3084 -3.6379 3.3847 0.0672
C -2.4912 5.8783 0.0516 0.0018
C -0.3853 3.4604 1.4728 -0.0057
C 6.3654 -1.0594 0.5129 0.0229
H -2.5902 -5.9693 5.4922 -0.0003
H 0.9103 -0.7117 -7.3682 0.0000
H -6.5162 -4.2755 -1.0347 0.0002
C -3.9290 -1.2564 4.1492 -0.0058
H 6.4406 -0.6938 3.9293 0.0014
F -0.7646 0.1630 -1.0068 0.0300
C -0.5892 -5.3240 5.1361 0.0015
C -5.9737 -2.9498 0.5276 -0.0010
H 2.6300 1.4350 0.1974 -0.0140
H 2.8281 -0.3917 -5.1752 -0.0004
F 0.2617 -0.5412 2.6789 0.0511
C 4.9500 -0.2271 -4.9923 0.0009
C 6.1038 -0.5189 -4.2494 0.0002
H 0.0497 5.5675 1.2868 -0.0001
O 0.2337 -1.9614 -2.9114 -0.0184
P -1.2731 3.3942 -0.1175 -0.0116
H 2.6719 -2.1275 -3.3600 0.0051
H -1.6071 6.3893 -0.2604 0.0000
C -0.8810 5.1860 -2.2631 0.0030
C -4.3083 1.1506 4.3757 -0.0046
H 0.3235 -2.9811 2.8356 -0.0387
N -0.9162 -3.9349 -3.0049 0.0035
C -1.2007 -3.5257 -5.8176 -0.0002
H 4.2291 -1.6862 3.8438 -0.0010
C -1.6705 -3.5479 3.2401 -0.0383
H -3.5601 7.7228 -0.1517 0.0000
C 1.1817 4.4083 -1.1751 0.0052
C -3.3518 -3.9098 0.1820 0.0063
O -0.8116 -3.8218 -1.7057 -0.0058
H 2.9272 5.5798 -1.6184 -0.0001
H 1.7150 3.8275 -0.4321 -0.0003
H -4.2264 -5.0542 -1.5243 0.0000
H -3.9857 2.8805 0.5521 -0.0003
C 1.1179 4.7279 2.9096 0.0060
C -3.6712 -2.8785 1.1255 -0.0243
C 3.6802 -1.6808 -3.6118 -0.0057
C -3.2339 1.3832 3.5813 -0.0383
C 0.2012 -4.5061 4.3736 0.0017
H 4.7163 0.7520 1.3129 -0.0011
C 1.1869 6.3714 -2.6466 0.0027
C 6.7994 -0.8617 1.8479 -0.0291
C 2.5782 -1.7427 1.7748 -0.0243
Eu -0.1717 -1.9132 -0.5456 6.3458
H 0.4215 1.6071 4.1807 0.0001
H -5.5096 -0.4486 5.3207 0.0003
```

Summary:
F_max in eV Å⁻¹: 4.4
HOMO level (spin up / spin down) in eV: -6.83 / -6.91
Electronic energy in eV: -179194.1111
Lowest unoccupied orbital energy (spin up / spin down) in eV: -1.52 / -1.34
HOMO-LUMO gap (spin up / spin down) in eV: 5.3 / 5.6
2S+1: 8

***

C20H36F6NiO10S3 | ωB97M-V/def2-TZVPD

```
76
Properties=species:S:1:pos:R:3:mulliken_spin:R:1
H 2.0679 5.4078 0.8497 0.0000
H -1.9494 2.0634 0.6978 -0.0005
C 0.2235 -4.9025 -3.6662 0.0000
H -3.3389 -1.3350 2.8899 0.0002
H -2.7381 5.5882 -1.2778 0.0000
F 0.1296 -3.7465 3.1197 0.0003
H 4.5051 -3.9222 1.8288 -0.0001
C 0.1069 -3.7740 -4.7500 0.0000
C -4.0541 1.8125 1.2268 0.0001
H -0.7028 -5.4210 -3.4188 0.0001
H 2.5047 -5.6366 0.2763 0.0000
H 2.6055 3.1249 0.8144 0.0001
S -2.4658 -0.3163 0.7495 0.0099
O -3.0162 -1.0529 -0.3775 0.0016
C 0.3086 2.1161 -2.1446 0.0040
C 2.5277 3.5250 1.8253 -0.0002
H 1.0490 -3.6648 -5.2872 0.0000
C 0.8097 -2.7135 3.5513 0.0006
H -0.2622 -1.6187 -4.7674 0.0000
C 0.1724 1.3344 -3.5209 -0.0006
H 2.1758 5.4309 2.6081 0.0000
C 2.0819 -2.5452 2.5749 0.0001
C 3.4416 -5.6350 0.8334 0.0000
O 2.3647 -3.7609 2.0026 -0.0006
C -2.8558 1.5604 0.3609 -0.0014
H 3.3202 -6.3454 1.6511 0.0000
C 3.5565 -4.1158 1.3281 0.0015
H -1.0535 4.5683 -2.7970 -0.0002
C -2.5256 4.5199 -1.2369 -0.0001
O -0.8559 2.7541 -1.6851 -0.0015
O 0.6828 1.2769 -1.0270 0.0382
H 1.0543 2.8066 -2.5387 0.0049
C 0.3579 4.4495 1.8717 0.0004
H 4.2293 -5.9662 0.1567 0.0000
H -4.8799 1.2627 0.7753 -0.0001
H 0.2383 -4.3990 -1.4746 0.0000
C 1.8016 4.8636 1.7559 0.0000
H -2.6488 4.1340 -0.2250 0.0001
O 1.1547 1.1624 1.8432 0.0046
H 3.5656 3.5519 2.1571 0.0001
O -1.0175 -0.4484 0.9231 0.0111
C -3.5973 -0.5271 2.2053 0.0048
H 0.1306 4.0736 0.8742 -0.0006
O 2.2077 2.1056 4.0133 0.0031
H -0.3879 4.7688 -1.3172 0.0000
F 1.1553 -2.9621 4.8455 0.0001
C -3.7998 1.0073 2.5698 -0.0003
S 0.9648 -2.5215 -2.6756 0.0081
H -1.3737 -2.4841 -3.6741 0.0001
F -0.0084 -1.6744 3.5057 0.0005
H 3.6971 -3.4820 0.4525 -0.0011
C -1.1041 4.1106 -1.8090 -0.0001
C 0.1989 3.4685 3.0076 0.0008
H 1.7335 -4.8297 -2.0408 -0.0001
H -4.6712 0.9986 3.2246 0.0003
S 1.5464 2.2892 2.7307 0.0059
C -0.3585 -2.4505 -4.0695 0.0017
H 0.4173 3.9293 3.9709 0.0001
H -2.9704 1.5226 3.0544 0.0001
H -0.3707 5.1635 2.2557 0.0002
O 2.0279 -1.6016 1.4890 0.0800
H 0.9923 -5.6149 -3.9652 0.0000
F 1.1458 0.5317 -3.8761 0.0002
Ni 0.8388 -0.3676 0.3198 1.8155
F -0.0525 2.0811 -4.6758 0.0001
H -3.3530 3.9999 -1.7196 0.0000
C 0.8290 -4.3304 -2.3881 -0.0001
H -0.7086 2.8850 3.1629 0.0001
F -0.8558 0.5165 -3.4111 -0.0003
H 2.8942 -2.2513 3.2396 0.0014
O 2.3197 -2.1549 -3.1657 0.0003
H -4.2976 2.8544 1.4349 0.0002
H -0.5804 -4.0858 -5.5364 0.0001
H -3.1907 1.6300 -0.6740 0.0005
O 0.4584 -1.8163 -1.5688 0.0056
H -4.5481 -0.7763 1.7342 0.0001
```

Summary:
F_max in eV Å⁻¹: 4.0
HOMO level (spin up / spin down) in eV: -8.26 / -8.16
Electronic energy in eV: -131646.9393
Lowest unoccupied orbital energy (spin up / spin down) in eV: 0.19 / 0.18
HOMO-LUMO gap (spin up / spin down) in eV: 8.5 / 8.3
2S+1: 3

***

C2H6OS2 | ωB97M-V/def2-TZVPD

```
11
Properties=species:S:1:pos:R:3:mulliken_charge:R:1
H 0.0872 -0.1262 -2.5780 0.1528
C 0.7668 0.3651 -3.2905 -0.0040
H -0.7601 -0.3739 3.5761 0.2938
O 0.6625 1.4909 -3.6499 -0.3767
C -0.9826 0.2311 2.6994 -0.7568
S -1.0581 -0.7548 1.2012 -0.0381
H -1.9420 0.7349 2.7632 0.2727
H 0.9485 -0.8988 -0.4277 0.1045
H -0.1528 0.9308 2.5712 0.2864
H 1.5745 -0.2530 -3.7170 0.2300
S 0.8561 -1.3461 0.8520 -0.1646
```

Summary:
F_max in eV Å⁻¹: 1.2
SMILES: C=O.CSS
HOMO level in eV: -8.69
Electronic energy in eV: -25888.0716
Lowest unoccupied orbital energy in eV: 0.45
HOMO-LUMO gap in eV: 9.1

***

C3H10O3S | ωB97M-V/def2-TZVPD

```
17
Properties=species:S:1:pos:R:3:mulliken_charge:R:1
H -0.3195 -3.1375 -1.2917 0.3449
S -0.6611 1.0231 -1.2568 -0.1593
O 1.4957 -1.5875 -0.6968 -0.3962
H -0.3020 1.7805 1.0354 0.1986
H 2.8411 -0.5955 0.4163 0.3360
H -0.1954 -0.6804 0.7974 0.2432
H -3.3978 2.6689 0.8230 0.3210
O -0.6573 -3.9313 -1.7262 -0.6516
C 1.7862 -0.8174 0.1772 -0.0506
H 0.5111 0.5571 -1.7350 0.1368
O -2.6064 2.6660 1.4076 -0.6349
H 1.0049 -0.0740 1.9956 0.3555
C 0.3840 1.3034 0.3405 -0.6030
H 1.2194 1.9830 0.1944 0.3856
H -1.9213 3.0476 0.8506 0.3390
H 0.1224 -4.1303 -2.2833 0.3137
C 0.6959 -0.0754 0.9517 -0.4784
```

Summary:
F_max in eV Å⁻¹: 2.5
SMILES: O=CCCS.O.O
HOMO level in eV: -9.52
Electronic energy in eV: -20249.9672
Lowest unoccupied orbital energy in eV: 0.41
HOMO-LUMO gap in eV: 9.9

***

CH23N2O9 | ωB97M-V/def2-TZVPD

```
35
Properties=species:S:1:pos:R:3:mulliken_charge:R:1
H -2.6381 2.2132 1.7440 0.3559
N -1.4726 -0.9612 -1.3479 -0.1209
H 2.4793 0.4189 -1.9902 0.2958
O 3.4889 -2.0477 -0.0421 -0.6307
O 4.5046 1.1577 -0.3155 -0.6049
N -3.0567 -0.4399 0.1756 -0.2245
H 1.3638 -2.3517 0.8326 0.2639
H -3.7611 0.1521 0.5969 0.3275
O -1.1542 1.5874 2.5980 -0.6720
H 4.7749 1.4968 0.5502 0.3045
O 0.8331 -1.5334 0.8095 -0.5991
H -0.5231 -1.1914 2.4147 0.2780
H 4.0096 1.9491 -0.5758 0.3067
H -2.5518 -0.9052 0.9238 0.1575
H -0.9230 0.8206 2.0605 0.3551
H -1.0357 -2.8393 -3.9323 0.2814
H -0.8914 -1.0138 -2.1855 0.2754
H -0.9410 -1.3744 -0.5631 0.0957
O -0.9905 -1.8825 -3.7675 -0.6183
H 4.3665 -2.4407 -0.1193 0.2881
O 1.5281 2.7233 0.7749 -0.6301
H 1.7543 3.4428 1.3689 0.3000
H -3.1889 0.1635 -1.8071 0.4017
O -3.4969 2.0043 1.3171 -0.6562
H -0.3642 2.1615 2.5517 0.3238
C -2.6277 -0.4100 -1.0686 0.1500
O 1.5088 0.4136 -1.8929 -0.5721
H -0.8866 -1.6795 -4.7148 0.3184
H 3.7013 -1.1230 0.1388 0.3271
H 0.7755 2.8186 0.1917 0.3251
O -1.4949 -1.2770 2.4236 -0.6296
H -4.1295 2.5086 1.8444 0.3212
H 1.2940 -1.0004 0.1449 0.3265
H -1.7313 -1.2110 3.3629 0.3034
H 1.4766 -0.3498 -2.5022 0.2758
```

Summary:
F_max in eV Å⁻¹: 2.2
Total charge: +1
HOMO level in eV: -13.80
Electronic energy in eV: -22813.1653
Lowest unoccupied orbital energy in eV: -2.46
HOMO-LUMO gap in eV: 11.3